The following is a DFT calculation (wB97M-V/def2-TZVPD) of C15H40BrO17S5V as an isolated structure.

```
79
Properties=species:S:1:pos:R:3:forces:R:3
O 0.612 0.010 -0.940 -1.24 -3.11 -1.52
V 1.342 1.245 -0.269 2.04 0.43 -0.26
O 0.608 2.589 -0.676 -1.11 2.68 -0.13
Br 3.605 1.687 -1.949 -0.23 -0.35 0.57
O 2.576 -0.390 0.854 0.82 -1.83 1.51
S 3.452 -1.339 1.535 1.09 2.25 -1.48
O 3.220 -1.731 2.910 -0.09 -0.40 -1.65
O 3.662 -2.643 0.561 -0.48 1.00 2.33
C 3.832 -2.479 -0.852 0.12 -1.00 -0.87
C 5.021 -3.348 -1.231 0.93 -0.13 0.05
C 5.138 -0.597 1.378 -1.62 -1.40 0.26
H 3.950 -1.461 -1.223 -0.21 0.25 0.43
H 2.927 -2.917 -1.275 -0.04 0.35 -0.24
H 5.957 -3.051 -0.758 -0.08 0.52 0.33
H 5.282 -3.318 -2.288 -0.52 0.02 -0.17
H 4.931 -4.389 -0.917 -0.50 -0.05 -0.13
H 5.154 0.313 1.978 0.07 -0.11 -0.21
H 5.226 -0.445 0.302 0.25 0.36 0.16
H 5.762 -1.412 1.745 0.37 0.37 0.00
O -4.949 1.011 0.865 -0.31 -1.12 -3.03
S -4.770 0.399 -0.475 2.25 0.13 -0.74
O -5.257 -0.921 -0.828 -0.19 1.07 0.93
O -5.318 1.428 -1.659 0.80 0.01 4.42
C -5.290 1.029 -2.973 -1.19 -0.03 -2.69
C -4.795 2.200 -3.816 0.52 -0.48 0.21
C -2.949 0.477 -0.925 -0.90 0.84 0.50
H -6.345 0.868 -3.193 -0.09 -0.31 -0.49
H -4.773 0.108 -3.242 0.31 -0.06 0.62
H -4.895 1.987 -4.881 -0.38 0.05 0.02
H -3.720 2.319 -3.674 0.03 0.26 0.23
H -5.322 3.105 -3.514 0.08 0.03 -0.24
H -2.843 0.611 -2.002 -0.25 -0.26 0.06
H -2.309 -0.340 -0.593 -0.46 -0.13 0.20
H -2.613 1.401 -0.455 0.16 -0.05 0.00
O 2.450 2.354 1.363 1.12 1.65 1.79
S 3.325 3.150 2.213 -0.72 -0.14 -1.01
O 4.537 2.490 2.651 -0.89 1.40 -0.05
O 3.738 4.578 1.440 0.36 -2.64 1.48
C 2.639 5.324 1.007 -1.35 2.01 -0.93
C 2.973 6.799 1.082 0.47 0.25 0.86
C 2.367 3.867 3.675 0.14 -0.63 -1.06
H 1.751 5.226 1.632 -0.05 -0.71 -0.11
H 2.378 5.173 -0.040 0.00 -1.03 0.14
H 3.085 7.125 2.116 0.28 -0.09 0.24
H 2.141 7.406 0.727 0.15 -0.13 -0.54
H 3.919 6.991 0.575 -0.21 0.26 -0.23
H 2.442 3.128 4.473 0.41 0.26 0.01
H 1.302 3.956 3.461 0.17 -0.25 -0.48
H 2.739 4.872 3.871 0.42 -0.36 0.24
O -0.854 -2.758 -5.127 -1.54 -0.42 2.09
S -1.835 -2.758 -4.026 0.82 1.02 -1.00
O -2.724 -1.615 -3.929 0.60 -1.53 0.24
O -2.798 -4.097 -4.213 1.06 1.04 0.03
C -2.028 -5.246 -4.626 0.40 -0.64 0.01
C -2.752 -6.496 -4.185 -0.27 -0.57 0.15
C -0.974 -3.048 -2.390 -0.65 0.66 -1.23
H -1.048 -5.172 -4.156 0.03 -0.28 0.10
H -1.808 -5.276 -5.694 -0.41 0.48 -0.12
H -2.792 -6.528 -3.096 -0.35 -0.01 -0.03
H -2.312 -7.440 -4.506 0.86 0.24 -0.04
H -3.735 -6.634 -4.633 -0.31 0.73 0.28
H -0.330 -2.195 -2.175 0.26 0.32 -0.52
H -0.375 -3.951 -2.509 -0.32 -0.01 0.37
H -1.718 -2.986 -1.596 -0.15 -0.72 -0.22
O 0.263 1.492 3.735 -0.77 -0.46 0.17
S -0.660 0.898 2.805 -0.95 -0.62 -3.96
O -0.290 0.874 1.360 -1.13 -0.35 4.20
O -1.074 -0.692 3.170 1.07 1.23 -1.30
C -1.592 -1.021 4.447 0.73 -0.19 0.57
C -0.500 -0.984 5.545 -1.81 0.66 0.39
C -2.389 1.592 2.836 1.25 -0.91 0.74
H -2.027 -2.020 4.487 0.47 -0.41 -0.98
H -2.514 -0.446 4.531 0.31 0.64 1.07
H 0.292 -1.732 5.508 -0.15 0.13 -0.69
H -1.098 -1.228 6.423 0.25 0.10 0.54
H -0.113 0.029 5.662 0.21 -0.24 0.03
H -2.960 0.910 2.205 0.11 0.31 -0.17
H -2.429 2.634 2.520 0.26 -0.25 -0.03
H -2.722 1.448 3.864 -0.11 0.41 -0.02
```
Positions in Å, forces in eV/Å.

Its expectation value of S² is 0.76. As for the spin multiplicity: 2. As for the charge: -1. The value obtained for the molar mass is 783.7 g mol⁻¹. The total energy comes out at -200915.711 eV. For the HOMO energy (alpha / beta), the calculation gives -2.5 / -4.5 eV.